Record 1
DFT (ωB97M-V with the def2-TZVPD basis set) results for a 10-piece molecular cluster, C4H24NO12 overall at a distorted geometry.

Geometry as XYZ:
```
41
Properties=species:S:1:pos:R:3:forces:R:3:lowdin_charge:R:1
O 0.4900 -1.5633 -2.3796 -0.2 0.5 0.4 0.00
C 0.4600 -0.3510 -2.2239 0.1 -0.2 -0.9 -0.21
C -0.8169 0.4117 -1.7346 1.8 -0.8 0.2 -0.32
C -0.7270 1.8877 -1.9507 1.4 0.9 -0.1 -0.06
N -0.9039 0.1113 -0.3320 -0.6 -0.1 0.4 0.09
C 0.2973 0.0003 0.4333 -2.9 -0.4 -0.9 -0.76
O 1.3255 0.2398 -0.2007 2.0 0.3 -0.7 -0.01
O 0.1221 -0.3704 1.5932 0.8 -0.6 1.5 -0.03
H 1.3084 0.1840 -2.6777 -0.2 0.6 0.2 0.13
H -1.5618 -0.0823 -2.3600 -0.6 0.1 0.4 0.15
H -1.6268 2.4044 -1.6931 -0.8 0.2 0.0 0.07
H 0.0684 2.3452 -1.3384 -0.2 -0.5 0.2 0.08
H -0.3843 2.1831 -2.9312 -0.4 -0.1 -0.7 0.07
H -1.8067 -0.0167 0.1288 0.7 -0.2 -0.3 0.13
H -1.8743 -4.7563 0.4066 0.0 -0.4 0.1 0.00
H -2.9184 -5.1036 1.4393 -0.1 0.1 0.2 0.02
O -2.2121 -5.5064 0.9337 0.2 0.3 -0.4 -0.08
H -0.6481 1.3509 2.9444 0.9 -1.1 0.3 0.02
H -1.6795 0.4678 2.2290 0.6 -0.1 0.2 0.03
O -1.5610 1.3003 2.7056 -1.7 0.4 0.4 -0.05
H 0.9843 3.1371 1.2749 2.1 1.2 -0.7 0.04
H 2.3729 2.5969 0.8869 0.9 -1.6 -0.3 0.01
O 1.9284 3.4122 0.9758 -2.5 0.3 1.0 -0.08
H -0.1112 -3.3680 -0.0375 -0.7 0.0 -0.9 0.03
H -0.4849 -2.7067 -1.3629 0.2 0.3 -0.6 -0.01
O -0.8755 -3.2757 -0.6971 0.4 -0.7 1.1 -0.11
H -0.6012 2.8256 2.2708 -1.0 0.8 -0.6 0.01
H -0.8393 3.0916 0.7792 -0.2 0.7 1.4 0.06
O -0.7386 3.5736 1.6517 0.7 -0.9 -1.3 -0.08
H 1.1282 -2.3781 1.2337 0.0 0.1 0.2 0.02
H 2.0747 -2.8532 0.1155 -0.7 -0.6 0.7 0.02
O 1.3807 -3.1861 0.7650 0.5 0.3 -0.3 -0.08
H 2.9357 -1.1790 -0.1415 0.5 -1.3 -1.3 0.08
H 2.8959 -1.8337 -1.5468 -0.2 0.1 -0.2 0.04
O 3.2497 -1.9933 -0.6684 -0.2 1.7 1.1 -0.07
H 1.2277 5.6909 -0.2574 -0.2 0.2 0.1 0.02
H 2.0476 4.4864 -0.5125 0.0 0.0 0.1 -0.01
O 1.7987 5.3249 -0.9344 0.1 0.0 -0.3 -0.09
H -2.0613 -2.2836 0.3101 -0.2 -0.2 1.3 0.03
H -1.3867 -2.0639 1.6197 0.4 0.3 0.4 0.00
O -2.2768 -2.1543 1.2832 -0.5 0.1 -1.4 -0.10
```
Forces are in eV/Å.

The gap between HOMO and LUMO is 9.5157 eV. Its charge is -1. The highest occupied orbital energy is -0.2449 Eh. For the relative energy (zero: lowest compared OMol25 entry of this formula, charge and spin), the calculation gives 173.4 kJ/mol. Its largest force on an atom is 3.1 eV/A. Its LUMO energy is 2.9 eV.

***

Record 2
DFT (ωB97M-V with the def2-TZVPD basis set) results for a 2-piece molecular cluster, CH4NOP overall at a distorted geometry.

Geometry as XYZ:
```
8
Properties=species:S:1:pos:R:3:forces:R:3:lowdin_charge:R:1
C 1.4614 0.9142 0.1915 2.7 -0.8 0.7 -0.43
N -1.2898 -0.8244 -0.4435 0.4 1.9 2.9 0.00
O 1.9426 0.1907 -0.9158 0.0 -1.3 -1.5 -0.48
P 1.5661 -0.9264 0.2383 -1.1 1.2 -0.2 0.93
H 2.3498 1.4782 0.5147 -1.0 0.1 0.8 0.07
H 0.5609 1.3986 0.0200 -1.6 0.8 -0.1 0.03
H -1.4305 -1.6811 -0.8869 -0.2 -2.1 -1.1 -0.10
H -1.7039 -0.9805 0.5373 0.8 0.2 -1.6 -0.01
```
Forces are in eV/Å.

The gap between HOMO and LUMO (spin up / spin down) is 9.9281 / 7.4357 eV. The highest occupied orbital energy (spin up / spin down) is -0.3834 / -0.2948 Eh. For the relative energy (zero: lowest compared OMol25 entry of this formula, charge and spin), the calculation gives 427.4 kJ/mol. Its largest force on an atom is 3.5 eV/A. Its LUMO energy (spin up / spin down) is -0.5 / -0.6 eV.

***

Record 3
DFT (ωB97M-V with the def2-TZVPD basis set) results for one molecule with the formula C5H4Br2OS at a distorted geometry.

Geometry as XYZ:
```
13
Properties=species:S:1:pos:R:3:forces:R:3:lowdin_charge:R:1
C -1.8107 0.6253 -0.2013 1.0 -1.7 -1.0 -0.32
C -0.4522 0.7893 0.0465 -0.7 2.3 -0.2 -0.63
C 0.2517 0.0541 0.8590 1.8 -3.0 1.2 -0.19
C -2.3366 -0.6450 -0.1764 -0.8 -1.1 0.8 -1.19
C 2.4910 -0.4534 0.1295 -0.7 2.9 -3.0 -0.01
O 1.3860 -0.4538 1.0535 -0.1 0.0 1.0 -0.06
S -1.6683 -2.0961 0.3642 0.7 1.9 -0.1 0.64
Br 0.3919 2.5547 -0.1862 -0.5 -0.8 0.1 0.76
Br -4.2152 -0.6919 -0.6511 0.2 0.0 0.0 0.63
H -2.2401 1.2982 -0.8401 -1.4 1.9 -1.0 0.05
H 3.2024 0.2902 0.5113 0.3 -1.0 0.6 0.10
H 2.1729 0.2050 -0.8182 0.3 -2.2 1.5 0.12
H 2.8271 -1.4764 -0.0908 -0.1 0.6 0.3 0.11
```
Forces are in eV/Å.

The gap between HOMO and LUMO (spin up / spin down) is 6.5887 / 6.5871 eV. The highest occupied orbital energy (spin up / spin down) is -0.3014 / -0.3014 Eh. For the relative energy (zero: lowest compared OMol25 entry of this formula, charge and spin), the calculation gives 426.8 kJ/mol. Its largest force on an atom is 4.2 eV/A. Its LUMO energy (spin up / spin down) is -1.6 / -1.6 eV.

***

Record 4
DFT (ωB97M-V with the def2-TZVPD basis set) results for a 2-piece molecular cluster, C2H3N3 overall at a distorted geometry.

Geometry as XYZ:
```
8
Properties=species:S:1:pos:R:3:forces:R:3:lowdin_charge:R:1
C 0.0592 0.0086 -0.4226 0.9 -1.4 3.4 -0.05
C 0.2652 -0.2434 1.8316 -0.4 1.2 -2.0 -0.25
N 0.3659 -1.7141 1.7987 0.1 0.6 0.7 0.03
N 1.3926 -1.0454 1.9805 0.6 -0.9 -0.5 -0.01
N 0.2671 -1.1461 -0.7089 -0.1 0.1 0.5 0.07
H -0.0135 0.9919 -0.8231 -0.3 0.5 -0.5 0.05
H 0.0726 0.3808 2.7349 -0.6 -0.5 -0.9 0.07
H 0.4137 -1.7281 -1.5133 -0.2 0.4 -0.6 0.08
```
Forces are in eV/Å.

The gap between HOMO and LUMO is 9.3447 eV. The highest occupied orbital energy is -0.3069 Eh. For the relative energy (zero: lowest compared OMol25 entry of this formula, charge and spin), the calculation gives 569.9 kJ/mol. Its largest force on an atom is 3.8 eV/A. Its LUMO energy is 1.0 eV.

***

Record 5
DFT (ωB97M-V with the def2-TZVPD basis set) results for C26H38NOS3Si2V as an isolated structure.

Geometry as XYZ:
```
72
Properties=species:S:1:pos:R:3:forces:R:3:lowdin_spin:R:1
V -0.2759 -0.0277 0.3080 0.2 0.4 -0.2 2.00
C 1.4880 -4.6701 3.5051 0.0 0.0 0.0 0.00
C 0.1746 -4.4278 4.2626 0.0 0.0 0.0 0.00
C -0.9922 -5.0317 3.4677 0.0 0.0 0.0 0.00
C 0.2574 -5.1391 5.6140 0.0 0.0 0.0 0.00
C -0.0439 -2.9225 4.4101 0.0 0.0 -0.1 0.00
C -0.1163 -2.2897 5.6593 0.0 0.0 0.0 0.00
C -0.3240 -0.9276 5.7904 0.0 0.0 0.0 0.00
C -0.4607 -0.1700 4.6385 0.0 0.0 -0.1 0.00
S -0.7470 1.5396 4.4415 0.0 -0.1 -0.1 0.00
C -0.7408 1.3390 2.7259 -0.1 -0.3 0.3 0.00
N -0.5361 0.1036 2.3287 0.1 0.1 0.2 0.01
C -0.3808 -0.7776 3.3828 0.0 -0.2 0.2 0.00
C -0.1770 -2.1469 3.2665 0.0 0.1 0.0 0.00
C -0.9848 2.3753 1.7401 -0.1 0.3 -0.3 0.01
C -1.3038 3.6841 2.0999 0.0 -0.1 0.0 0.00
C -1.5632 4.6044 1.0999 0.0 0.0 0.0 0.01
C -1.5177 4.2051 -0.2313 0.0 0.0 0.0 0.00
C -1.1984 2.8953 -0.5729 0.1 0.0 0.0 0.01
C -0.9056 1.9439 0.3986 -0.1 0.1 0.2 -0.02
H 1.6739 -5.7421 3.4124 0.0 0.0 0.0 0.00
H 2.3308 -4.2198 4.0328 0.0 0.0 0.0 0.00
H 1.4521 -4.2498 2.4991 0.0 0.0 0.0 0.00
H -0.8644 -6.1126 3.3817 0.0 0.0 0.0 0.00
H -1.0501 -4.6219 2.4584 0.0 0.0 0.0 0.00
H -1.9435 -4.8377 3.9663 0.0 0.0 0.0 0.00
H 0.3950 -6.2086 5.4505 0.0 0.0 0.0 0.00
H -0.6569 -5.0078 6.1960 0.0 0.0 0.0 0.00
H 1.1027 -4.7843 6.2068 0.0 0.0 0.0 0.00
H -0.0121 -2.8751 6.5610 0.0 0.0 0.0 0.00
H -0.3795 -0.4722 6.7702 0.0 0.0 0.0 0.00
H -0.1383 -2.5897 2.2776 0.0 0.0 0.0 0.00
H -1.3527 3.9813 3.1419 0.0 0.0 0.0 0.00
H -1.8108 5.6270 1.3534 0.0 0.0 0.0 0.00
H -1.7373 4.9237 -1.0118 0.0 0.0 0.0 0.00
H -1.1877 2.6186 -1.6209 0.0 0.0 0.0 0.00
C 2.5025 2.7809 1.0541 -0.1 -0.1 -0.1 0.00
Si 2.6209 1.6196 -0.4314 0.0 0.1 0.0 0.00
C 4.4831 1.4005 -0.6759 -0.1 0.0 0.0 0.00
C 1.9345 2.4487 -1.9873 0.0 0.0 0.1 0.00
C 1.7493 -0.0040 -0.1113 -0.1 -0.2 -0.1 -0.03
Si 2.0149 -1.3883 -1.3455 0.0 -0.1 -0.1 0.00
C 1.1931 -1.0028 -2.9952 0.1 0.0 0.1 0.00
C 1.2792 -2.9562 -0.5711 0.1 0.1 0.0 0.00
C 3.8131 -1.8303 -1.7091 -0.1 0.0 0.1 0.00
H 2.7862 3.7946 0.7586 0.0 0.0 0.0 0.00
H 3.1982 2.4634 1.8357 0.0 0.0 0.0 0.00
H 1.5034 2.8346 1.4879 0.0 0.0 0.0 0.00
H 4.9638 2.3830 -0.6535 0.0 0.0 0.0 0.00
H 4.7377 0.9320 -1.6273 0.0 0.0 0.0 0.00
H 4.9254 0.8001 0.1228 0.0 0.0 0.0 0.00
H 1.6799 3.4939 -1.7981 0.0 0.0 0.0 0.00
H 1.0336 1.9532 -2.3526 0.0 0.0 0.0 0.00
H 2.6705 2.4276 -2.7943 0.0 0.0 0.0 0.00
H 2.1301 -0.4057 0.8489 0.1 0.0 0.0 0.00
H 0.1690 -0.6405 -2.8899 0.0 0.0 0.0 0.00
H 1.1591 -1.8997 -3.6190 0.0 0.0 0.0 0.00
H 1.7668 -0.2474 -3.5387 0.0 0.0 0.0 0.00
H 0.1976 -2.9207 -0.4159 0.0 0.0 0.0 0.00
H 1.7555 -3.1403 0.3972 0.0 0.0 0.0 0.00
H 1.4757 -3.8281 -1.1997 0.0 0.0 0.0 0.00
H 4.2893 -1.1084 -2.3736 0.0 0.0 0.0 0.00
H 3.8493 -2.8058 -2.2017 0.0 0.0 0.0 0.00
H 4.4136 -1.8943 -0.7990 0.0 0.0 0.0 0.00
C -4.7480 1.1479 0.3504 0.0 0.0 0.0 0.00
O -3.7662 0.1108 0.2746 0.0 0.0 0.0 0.00
C -3.1414 -0.0696 -0.8880 0.2 0.5 0.1 0.01
S -3.4128 0.7968 -2.2436 -0.2 -0.1 -0.1 0.00
S -1.9043 -1.3057 -0.7426 0.0 -0.5 -0.2 0.00
H -5.0534 1.1787 1.3922 0.0 0.0 0.0 0.00
H -5.5933 0.9143 -0.2956 0.0 0.0 0.0 0.00
H -4.3145 2.0981 0.0390 0.0 0.0 0.0 0.00
```
Forces are in eV/Å.

The gap between HOMO and LUMO (spin up / spin down) is 6.8953 / 7.3112 eV. The highest occupied orbital energy (spin up / spin down) is -0.2862 / -0.2958 Eh. For the relative energy (zero: lowest compared OMol25 entry of this formula, charge and spin), the calculation gives 0.0 kJ/mol. Its largest force on an atom is 0.5 eV/A. Its multiplicity is 3. Its LUMO energy (spin up / spin down) is -0.9 / -0.7 eV.